Entry 1:
DFT (ωB97M-V/def2-TZVPD) results for a 2-piece molecular cluster, C5H13NO2 overall at a distorted geometry.

```
21
Properties=species:S:1:pos:R:3
O 1.7693 -0.3908 2.1133
C 0.3469 -0.1810 2.0093
C -0.3107 -0.8308 0.7534
C 0.6168 -0.9650 -0.4673
C -0.2591 -0.5393 -1.6830
C -1.3563 0.3133 -1.0701
N -1.5059 -0.0342 0.3585
H 2.2381 0.2181 1.5373
H 0.1681 0.8895 1.9740
H -0.0134 -0.7072 2.8859
H -0.6237 -1.8258 1.0381
H 0.8649 -2.0143 -0.5781
H 1.5684 -0.4553 -0.3832
H 0.3301 -0.0958 -2.4667
H -0.7185 -1.4617 -2.0287
H -0.9996 1.3476 -1.1061
H -2.3590 0.3598 -1.4917
H -2.2734 -0.6672 0.4633
O 1.1839 2.3574 -0.7297
H 0.8341 1.7362 -0.0817
H 0.4990 2.9465 -1.0467
```

Values from the calculation:
**Spin multiplicity**: 1
**Molar mass**: 119.2 g mol⁻¹
**Energy relative to the best compared isomer or geometry (same formula, charge and spin)**: 42.4 kcal per mole
**LUMO energy**: 0.75 eV
**Kohn-Sham gap**: 9.9 eV
**SMILES**: OC[C@@H]1CCCN1.O

Mulliken population analysis, charges in e, atoms 1 to 8: O -0.563; C -0.879; C 0.115; C -0.763; C -0.430; C -0.564; N -0.490; H 0.328

---

Entry 2:
DFT (ωB97M-V/def2-TZVPD) results for a 2-piece molecular cluster, C5H13NO2 overall at a distorted geometry.

```
21
Properties=species:S:1:pos:R:3
C 0.1220 1.9391 -1.0791
C 1.1600 1.5709 -0.0455
C 1.4525 0.0379 0.0223
N 0.2922 -0.8221 -0.1612
C -0.5435 -1.2913 0.7907
C -0.0215 -1.4181 2.2129
O -1.5893 -1.8611 0.4919
H 0.5390 1.7727 -2.0759
H -0.8053 1.3538 -1.1051
H -0.2509 2.9389 -0.9240
H 2.1402 1.9756 -0.2979
H 0.8220 1.8603 0.9497
H 2.0657 -0.1902 -0.8568
H 1.9499 -0.2082 0.9532
H -0.1441 -0.7839 -1.0729
H 0.5580 -2.3273 2.2723
H -0.8948 -1.4749 2.8560
H 0.5995 -0.5711 2.4821
O -2.1309 -0.6090 -1.9135
H -2.5620 -0.7709 -1.0544
H -2.7587 -1.1211 -2.4447
```

Values from the calculation:
**Spin multiplicity**: 1
**Molar mass**: 119.2 g mol⁻¹
**Energy relative to the best compared isomer or geometry (same formula, charge and spin)**: 13.3 kcal per mole
**LUMO energy**: 0.90 eV
**Kohn-Sham gap**: 10.3 eV
**SMILES**: CCCNC(C)=O.O

Mulliken population analysis, charges in e, atoms 1 to 8: C -1.064; C -0.157; C -0.979; N -0.122; C 0.658; C -1.089; O -0.681; H 0.300